[1]
Density functional theory data (ωB97M-V/def2-TZVPD) for a single C6H3NO molecule.

Summary:
Calculated total energy in Ha: -360.30479
LUMO level in eV: -1.451
SMILES string: C#CC(=O)/C=C/C#N

Each line ends with the Mulliken charge.
Atoms and positions in Å:
C: -2.16729 0.62929 -2.32668  0.17
C: -1.67410 0.27002 -1.26663  -0.44
C: -1.01919 -0.14011 -0.04214  0.32
O: -1.61734 -0.85860 0.77709  -0.52
C: 0.48657 0.06052 0.14566  -0.43
C: 1.05599 -0.36389 1.28606  -0.04
C: 2.44225 -0.10768 1.56115  0.15
N: 3.58537 -0.20944 1.73473  -0.39
H: -2.60357 1.19271 -3.17265  0.40
H: 1.09803 0.49267 -0.64319  0.35
H: 0.41328 -0.96548 1.94660  0.42

Cartesian forces (eV/Å) of the 3 atoms listed first:
C 0.4388 0.5831 1.3063
C -0.5687 1.0166 -1.9751
C 0.0613 -2.9018 1.3969

---

[2]
Density functional theory data (ωB97M-V/def2-TZVPD) for 3 unconnected molecules or ions with the total composition C16H19BN3O10P.

Summary:
Calculated total energy in Ha: -1903.62372
LUMO level in eV: -2.054
SMILES string: [H]/N=C\Cc1cc([PH2]=O)c(B(N)O)c2c1C(=O)NC2=O.O=C1OCCO1.O=C1OCCO1

Each line ends with the Mulliken charge.
Atoms and positions in Å:
H: -3.90590 -3.64474 -4.69218  0.27
N: -3.21058 -4.43304 -4.74940  -0.60
C: -2.05911 -3.98717 -5.34991  0.13
C: -1.98516 -2.38767 -5.83076  -0.99
C: -1.52029 -1.54416 -4.50062  0.52
C: -2.72738 -0.97427 -3.51209  -0.55
C: -2.30858 -0.16082 -2.13419  -0.03
P: -3.70870 0.46462 -0.94671  0.36
O: -4.87597 -0.64547 -0.98430  -0.66
C: -0.68240 0.05885 -1.81091  0.53
B: -0.23368 0.83947 -0.43236  0.45
N: 0.10696 2.31786 -0.39100  -0.63
O: -0.21877 0.00678 0.82125  -0.42
C: 0.44998 -0.53264 -2.83842  -0.29
C: 0.08173 -1.35274 -4.20952  0.09
C: 1.42483 -1.85526 -5.00407  0.36
O: 1.57242 -2.56189 -6.14641  -0.54
N: 2.52158 -1.34147 -4.04771  -0.24
C: 2.08915 -0.53311 -2.80656  0.24
O: 2.94293 -0.00139 -1.92747  -0.53
H: -1.10281 -4.66592 -5.50726  0.31
H: -3.05062 -1.98427 -6.17027  0.37
H: -1.18523 -2.29842 -6.68014  0.34
H: -3.85236 -1.14751 -3.78682  0.26
H: -4.23079 1.75975 -1.30868  0.13
H: -3.24572 0.48266 0.44482  0.06
H: -0.40053 2.75912 0.42746  0.35
H: 1.12803 2.42892 -0.16037  0.26
H: -1.06624 -0.54445 0.72272  0.23
H: 3.19587 -0.80767 -4.65892  0.29
O: 0.03679 2.71823 2.21270  -0.60
C: 1.07699 3.00151 2.78315  0.70
O: 2.23616 3.34493 2.14923  -0.31
C: 3.12605 3.81348 3.14497  -0.42
C: 2.61738 3.16642 4.39219  -0.16
O: 1.23343 3.01531 4.13925  -0.33
H: 4.15433 3.52192 2.91416  0.31
H: 3.06651 4.90610 3.18642  0.26
H: 3.05656 2.17719 4.55903  0.17
H: 2.78451 3.78368 5.27915  0.33
O: 3.09023 0.42194 5.68749  -0.64
C: 1.99520 -0.09201 5.53115  0.70
O: 0.87673 0.24429 6.23783  -0.31
C: -0.21495 -0.40416 5.61278  -0.25
C: 0.42679 -1.55545 4.90872  -0.30
O: 1.72916 -1.07952 4.62688  -0.29
H: -0.95034 -0.72729 6.35469  0.30
H: -0.69248 0.29637 4.91974  0.22
H: 0.50466 -2.44362 5.54463  0.27
H: -0.09636 -1.82327 3.98664  0.26

Cartesian forces (eV/Å) of the 3 atoms listed first:
H 0.9337 -0.7683 -0.2175
N 4.6267 1.8843 -2.4112
C -3.7980 0.3348 1.4294

---

[3]
Density functional theory data (ωB97M-V/def2-TZVPD) for a molecular structure, C37H38BrN4O6PS2V.

Summary:
Calculated total energy in Ha: -6759.00443
LUMO level (spin up / spin down) in eV: 0.124 / -0.179
2S+1: 4
⟨S²⟩: 3.771

Each line ends with the Mulliken charge.
Atoms and positions in Å:
V: 1.01858 0.85199 0.13206  0.52
O: 0.90508 3.24524 1.66865  -0.74
N: 1.40038 1.91924 1.71623  0.51
C: 2.09723 1.74908 2.76686  -0.97
C: 2.71500 0.48177 3.21385  1.08
C: 3.60063 0.65571 4.28070  -0.95
C: 4.25784 -0.41658 4.85053  -0.84
C: 4.01115 -1.69346 4.36633  -0.85
C: 3.12541 -1.87434 3.31904  -0.17
C: 2.47357 -0.80520 2.70885  0.20
P: 1.22967 -1.16201 1.36196  2.31
C: -0.04875 -1.89724 2.42161  1.22
C: -0.00871 -3.21943 2.85593  -0.51
C: -0.95369 -3.68282 3.75840  -0.87
C: -1.94713 -2.83167 4.22654  -0.61
C: -1.99553 -1.51689 3.78589  -0.70
C: -1.05090 -1.04779 2.88294  -0.32
C: 2.06455 -2.50748 0.45118  0.31
C: 3.42880 -2.42608 0.17128  -0.58
C: 4.03708 -3.39071 -0.61685  -0.79
C: 3.29072 -4.44306 -1.13592  -0.73
C: 1.93139 -4.51919 -0.86971  -0.57
C: 1.31739 -3.55061 -0.08583  0.22
H: 1.22116 3.64875 0.82771  0.63
H: 2.24481 2.62582 3.38808  0.33
H: 3.77355 1.65722 4.65802  0.43
H: 4.94559 -0.25969 5.67073  0.41
H: 4.50474 -2.55042 4.80726  0.45
H: 2.93966 -2.87745 2.95643  0.33
H: 0.75954 -3.89103 2.49334  0.31
H: -0.91783 -4.71250 4.09272  0.44
H: -2.69344 -3.19953 4.91961  0.40
H: -2.77910 -0.85523 4.13349  0.47
H: -1.10781 -0.02812 2.51845  0.05
H: 4.02020 -1.60429 0.55501  0.45
H: 5.09790 -3.32061 -0.82263  0.45
H: 3.76793 -5.19611 -1.75099  0.40
H: 1.33835 -5.32599 -1.28110  0.49
H: 0.24727 -3.58060 0.08204  -0.54
O: 0.99525 6.36196 -4.29039  -0.55
C: 1.09128 5.78538 -3.06942  1.01
C: 0.00932 5.63829 -2.21035  -0.35
C: 0.22456 5.00749 -1.00336  -0.76
N: 1.41872 4.55438 -0.59904  -0.37
C: 2.42445 4.72726 -1.44239  -0.12
Br: 4.09831 4.02850 -0.90752  -0.14
C: 2.33536 5.32307 -2.68236  -0.58
H: 0.08376 6.62881 -4.45527  0.29
H: -0.97663 5.99415 -2.48218  0.49
H: -0.60047 4.84035 -0.32116  0.34
H: 3.18902 5.40788 -3.33798  0.47
C: -4.75242 0.82529 -3.03275  -0.83
C: -3.27651 0.87632 -3.40521  -0.83
N: -2.41629 1.50457 -2.39919  0.28
C: -1.98282 2.87086 -2.67836  0.35
C: -3.07382 3.90814 -2.44674  -1.04
C: -2.10182 0.81557 -1.27561  0.71
S: -1.21934 1.64514 0.01515  -0.54
N: -2.56372 -0.38352 -1.15037  -0.25
C: -1.98688 -1.38794 -0.44514  -0.67
O: -0.78040 -1.58316 -0.32171  -0.42
C: -2.94242 -2.42053 0.10268  0.63
C: -2.48831 -3.71524 0.30336  0.20
C: -3.33550 -4.68335 0.82545  -0.76
C: -4.64157 -4.35304 1.16396  -0.45
C: -5.09979 -3.05473 0.96670  -0.72
C: -4.25436 -2.09426 0.42853  -0.57
H: -5.33043 0.43760 -3.87507  0.37
H: -5.13546 1.81708 -2.78573  0.26
H: -4.90617 0.16856 -2.17728  0.12
H: -3.14226 1.45381 -4.32075  0.45
H: -2.90826 -0.13152 -3.58700  0.44
H: -1.64460 2.89332 -3.71632  0.32
H: -1.12019 3.08325 -2.05328  -0.75
H: -3.89816 3.80379 -3.15530  0.35
H: -2.66823 4.91696 -2.55767  0.24
H: -3.47624 3.81229 -1.43618  0.24
H: -1.46503 -3.95506 0.03800  0.56
H: -2.97434 -5.69322 0.97753  0.43
H: -5.30127 -5.10395 1.58189  0.39
H: -6.12025 -2.79468 1.22164  0.42
H: -4.59732 -1.07812 0.26797  0.47
C: 3.49222 0.38900 -3.13120  -1.34
S: 2.32869 0.81144 -1.90571  1.08
O: 1.22338 -0.16928 -1.88599  -0.67
O: 3.03456 0.74767 -0.58325  -0.71
O: 1.81623 2.14862 -2.15102  -0.34
H: 3.52840 -0.69738 -3.20526  0.39
H: 4.45672 0.78637 -2.82000  0.35
H: 3.16877 0.83716 -4.06807  0.39

Cartesian forces (eV/Å) of the 3 atoms listed first:
V -1.2832 -0.7974 -1.0981
O -0.0041 -0.5760 0.8222
N 0.1972 1.6400 0.8887

---

[4]
Density functional theory data (ωB97M-V/def2-TZVPD) for a gas-phase ion, C8H16NO (charge +1).

Summary:
Calculated total energy in Ha: -443.84608
LUMO level (spin up / spin down) in eV: -5.855 / -5.030
Net charge: +1

Each line ends with the Mulliken charge.
Atoms and positions in Å:
C: 1.53559 -1.17236 0.96285  0.03
C: 0.81938 -1.15608 2.15783  -0.24
C: -0.15902 0.05785 2.41710  -0.15
C: 2.84558 -1.79814 0.66025  -1.24
C: 0.29410 0.54839 -1.97263  -1.60
C: -2.26712 -0.12474 -1.08596  -1.38
C: -1.25390 2.33301 -1.28056  -1.27
C: -0.99376 0.77796 -1.08339  1.22
N: -0.36191 0.74198 0.16579  -0.12
O: -0.94358 0.11669 1.22362  -0.16
H: 0.30653 -2.00447 1.68068  0.17
H: 1.33943 -1.40813 3.03107  0.50
H: -0.93679 -0.25920 3.03648  0.31
H: 0.32264 1.08807 2.46593  0.31
H: 3.46870 -2.09878 1.45530  0.42
H: 3.35230 -1.12955 0.07965  0.36
H: 2.65143 -2.84834 0.10464  0.31
H: 0.17415 0.79306 -3.11297  0.32
H: 1.10686 1.09458 -1.65311  0.51
H: 0.45199 -0.50900 -1.91590  0.41
H: -2.89428 0.18315 -1.88602  0.43
H: -2.72970 0.07880 -0.18643  0.50
H: -1.95357 -1.23388 -1.35822  0.28
H: -1.71073 2.82381 -0.33047  0.33
H: -0.33654 2.76533 -1.48956  0.45
H: -2.12775 2.33999 -2.08598  0.31

Cartesian forces (eV/Å) of the 3 atoms listed first:
C 0.7026 1.0044 -1.1557
C 0.4484 1.8539 -0.4772
C 1.1651 0.5192 -3.2751

---

[5]
Density functional theory data (ωB97M-V/def2-TZVPD) for a single C5H8O molecule.

Summary:
Calculated total energy in Ha: -270.51644
LUMO level in eV: 1.065
SMILES string: C[C@H]1C[C@H]1C=O

Each line ends with the Mulliken charge.
Atoms and positions in Å:
C: -0.31982 0.54763 -1.55474  -1.30
C: 0.50388 -0.33329 -0.64415  0.21
C: 1.23550 0.14338 0.55665  -0.69
C: 0.02487 -0.74697 0.74685  -0.08
C: -1.14113 -0.11548 1.40807  -0.20
O: -1.38877 1.07029 1.38570  -0.50
H: -0.96614 1.22239 -0.98614  0.32
H: 0.32396 1.14400 -2.21179  0.31
H: -0.95105 -0.08037 -2.19413  0.32
H: 1.00264 -1.14935 -1.16503  0.36
H: 1.08096 1.17372 0.86769  0.27
H: 2.20669 -0.28270 0.78924  0.27
H: 0.17845 -1.78721 1.01682  0.38
H: -1.79004 -0.80602 1.98496  0.34

Cartesian forces (eV/Å) of the 3 atoms listed first:
C -0.0646 0.0128 0.0483
C 0.0566 -0.0339 -0.1403
C 0.1650 0.1585 -0.0256